ORCA calculation (the ωB97M-V functional and the def2-TZVPD basis) on a 4-piece molecular cluster, C2H10O5 overall in a non-equilibrium geometry.

```
! RIJCOSX wB97M-V def2-TZVPD def2/J DEFGRID3
* xyz 0 1
O -0.50534 -0.53412 0.06170
C -0.64073 0.65011 0.38606
O -0.86994 1.57276 -0.51113
C -0.60622 1.14864 1.78861
H -0.60799 1.27767 -1.43643
H 0.19612 1.85951 1.91880
H -1.44338 1.85535 1.87705
H -0.68758 0.37521 2.53080
H 0.46948 -1.45894 -1.10761
H 1.92917 -1.70575 -1.58696
O 1.02784 -1.58430 -1.90232
H 0.08604 -1.48361 1.57413
H 0.29899 -2.31080 2.91110
O 0.37201 -1.44624 2.50088
H 0.46949 -0.04748 -2.55746
H 0.42569 0.99983 -3.66549
O 0.08635 0.83217 -2.78171
*
```

As for the strongest force on any atom: 0.035 hartree/bohr. The calculation puts the HOMO energy at -10.824 eV. The HOMO-LUMO gap is 11.419 eV. The energy relative to the best compared isomer or geometry (same formula, charge and spin) comes out at 11.8 kJ/mol. As for the energy: -458.4374 a.u. As for the structure (SMILES): CC(=O)O.O.O.O.

ORCA calculation (the ωB97M-V functional and the def2-TZVPD basis) on C23H15CuF6N4O6PS2 as an isolated structure.

```
! RIJCOSX wB97M-V def2-TZVPD def2/J DEFGRID3
* xyz -1 1
Cu 1.00167 -1.31454 1.36793
F 3.80268 -4.41661 -1.40738
C 3.83872 -4.73457 -0.11330
F 3.82771 -6.06247 -0.00669
F 4.98180 -4.27630 0.40082
S 2.42763 -3.99770 0.81002
O 2.58588 -2.57406 0.57254
O 2.58441 -4.50063 2.13644
N 1.19742 -4.65841 0.08650
S 0.06776 -3.89596 -0.68884
O -1.11615 -4.69399 -0.72160
O -0.04455 -2.49094 -0.37493
C 0.63275 -3.89058 -2.44365
F 1.69414 -3.09499 -2.60518
F 0.96401 -5.11956 -2.84248
F -0.34680 -3.44243 -3.23255
O -0.09748 -1.16979 3.01947
N 0.18751 -0.11917 3.68169
C -0.58861 0.12777 4.71909
C -0.34538 1.33407 5.44211
N -0.15313 2.30499 6.03196
C -1.72988 -0.67339 5.04081
N -2.67278 -1.28812 5.28312
O 1.33476 0.43721 0.25145
P 0.14894 1.19098 -0.27386
C 0.53047 2.95796 -0.32385
C 1.81736 3.34751 0.02953
C 2.17080 4.69021 -0.00764
C 1.24113 5.64199 -0.39607
C -0.04794 5.25636 -0.74549
C -0.40292 3.91846 -0.70799
C -0.24251 0.70686 -1.96298
C -1.42911 1.08662 -2.58701
C -1.66164 0.73431 -3.90638
C -0.71073 -0.00125 -4.60361
C 0.46344 -0.39267 -3.97970
C 0.69943 -0.04400 -2.65701
C -1.36242 1.01222 0.67354
C -2.15642 -0.12165 0.50092
C -3.23154 -0.34375 1.34413
C -3.52680 0.56622 2.35084
C -2.74797 1.70282 2.51680
C -1.65915 1.92213 1.68741
H 2.52546 2.59019 0.34117
H 3.17157 4.99052 0.27477
H 1.51653 6.68888 -0.42043
H -0.77715 6.00066 -1.03881
H -1.41367 3.62443 -0.96342
H -2.18447 1.63510 -2.03704
H -2.58804 1.02187 -4.38695
H -0.89606 -0.28417 -5.63224
H 1.19077 -0.98996 -4.51374
H 1.59918 -0.36638 -2.14796
H -1.90844 -0.85002 -0.26109
H -3.82357 -1.24233 1.23190
H -4.34867 0.37350 3.02797
H -2.96088 2.39822 3.31892
H -1.02901 2.78829 1.84800
*
```

As for the strongest force on any atom: 0.003 hartree/bohr. The calculation puts the HOMO energy at -5.370 eV. The HOMO-LUMO gap is 7.676 eV. The energy relative to the best compared isomer or geometry (same formula, charge and spin) comes out at 0.0 kJ/mol. As for the energy: -4933.4312 a.u.

ORCA calculation (the ωB97M-V functional and the def2-TZVPD basis) on one molecule with the formula C5H7ClO in a non-equilibrium geometry.

```
! RIJCOSX wB97M-V def2-TZVPD def2/J DEFGRID3
* xyz 0 1
C 0.07866 0.90408 0.37271
C -1.32119 0.43208 0.09816
C -1.07663 -0.93996 -0.50099
C 0.19021 -1.38456 -0.29483
C 0.96843 -0.41809 0.54702
H 1.49492 1.54430 -0.77729
H 0.04348 1.43200 1.40443
H -1.78442 0.31759 1.11552
H -1.89867 1.05729 -0.59310
H -1.73071 -1.43270 -1.23095
H 0.53760 -2.23898 -0.78600
H 1.29274 -0.85884 1.54807
O 0.55071 1.68202 -0.71198
Cl 2.65488 -0.09624 -0.19079
*
```

As for the strongest force on any atom: 0.055 hartree/bohr. The calculation puts the HOMO energy at -9.730 eV. The HOMO-LUMO gap is 10.596 eV. The energy relative to the best compared isomer or geometry (same formula, charge and spin) comes out at 64.0 kJ/mol. As for the energy: -730.1094 a.u. As for the structure (SMILES): O[C@H]1CC=C[C@H]1Cl.

ORCA calculation (the ωB97M-V functional and the def2-TZVPD basis) on one molecule with the formula C3HNS in a non-equilibrium geometry.

```
! RIJCOSX wB97M-V def2-TZVPD def2/J DEFGRID3
* xyz 0 1
C 0.06427 2.14102 0.07210
C 1.99045 0.06652 -0.08367
C 0.70246 0.35532 -0.04083
N -0.35782 3.23406 0.00961
S 3.52092 -0.22932 0.01683
H -0.06726 -0.40681 -0.00540
*
```

As for the strongest force on any atom: 0.072 hartree/bohr. The calculation puts the HOMO energy at -9.689 eV. The HOMO-LUMO gap is 7.803 eV. The energy relative to the best compared isomer or geometry (same formula, charge and spin) comes out at 198.4 kJ/mol. As for the energy: -567.7231 a.u. As for the structure (SMILES): N#CC=C=S.

ORCA calculation (the ωB97M-V functional and the def2-TZVPD basis) on one molecule with the formula C3H6F2 in a non-equilibrium geometry.

```
! RIJCOSX wB97M-V def2-TZVPD def2/J DEFGRID3
* xyz 0 1
C -1.13287 -0.52590 0.30766
C -0.14296 0.34057 -0.39933
C 1.29222 0.31404 0.08103
H -0.82057 -1.62177 0.30363
H -1.20299 -0.03502 1.38669
H -0.13975 -0.00692 -1.47135
H -0.54622 1.31287 -0.29559
H 1.35300 0.39970 1.16836
H 1.94256 1.05913 -0.39535
F -2.36722 -0.31498 -0.35964
F 1.76480 -0.92171 -0.32610
*
```

As for the strongest force on any atom: 0.049 hartree/bohr. The calculation puts the HOMO energy at -11.758 eV. The HOMO-LUMO gap is 12.861 eV. The energy relative to the best compared isomer or geometry (same formula, charge and spin) comes out at 88.0 kJ/mol. As for the energy: -317.6100 a.u. As for the structure (SMILES): FCCCF.

ORCA calculation (the ωB97M-V functional and the def2-TZVPD basis) on C18H30BN6O7P2Pt as an isolated structure in a non-equilibrium geometry.

```
! RIJCOSX wB97M-V def2-TZVPD def2/J DEFGRID3
* xyz -1 1
Pt 0.73472 -0.34540 0.23957
C -1.39372 2.58796 3.01499
C -1.61420 1.22139 2.36953
C -2.75306 0.45384 3.03527
C -1.84841 1.36275 0.89686
C -2.84002 2.05187 0.18550
C -2.53199 1.83315 -1.14413
N -1.44340 1.06600 -1.22183
N -1.01874 0.78456 0.03547
B -0.68483 0.56127 -2.47088
N -0.76763 -0.98790 -2.50116
C -0.69247 -1.79744 -3.56806
C -1.06810 -3.06413 -3.17589
C -1.38185 -2.92820 -1.81253
N -1.17446 -1.67897 -1.40863
C -2.07054 -3.94110 -0.92940
C -3.42602 -3.38814 -0.48401
C -1.27868 -4.41677 0.28012
N 0.76010 1.14332 -2.42611
C 1.58933 1.36447 -3.45161
C 2.66164 2.10639 -2.99788
C 2.39597 2.31446 -1.63786
N 1.25938 1.71206 -1.29201
C 3.07949 3.28430 -0.70306
C 2.14976 4.48081 -0.47962
C 3.54007 2.72146 0.63310
H -1.17140 2.47905 4.07812
H -2.28580 3.21329 2.91973
H -0.56261 3.11438 2.54461
H -0.70338 0.62816 2.47626
H -3.69852 0.99630 2.94424
H -2.54753 0.31489 4.09876
H -2.88000 -0.52830 2.57979
H -3.65660 2.62816 0.58383
H -3.01195 2.16910 -2.04819
H -1.24067 0.98716 -3.46033
H -0.41030 -1.40996 -4.53393
H -1.14978 -3.95041 -3.78225
H -2.25442 -4.80483 -1.58030
H -3.27667 -2.48354 0.10842
H -3.96043 -4.11610 0.13167
H -4.05420 -3.12493 -1.33708
H -1.19671 -3.62098 1.01737
H -0.26944 -4.73276 0.02403
H -1.79786 -5.25445 0.75314
H 1.34286 1.00977 -4.43933
H 3.49352 2.48550 -3.56643
H 3.96106 3.64615 -1.24550
H 1.24812 4.15816 0.04557
H 1.83661 4.93157 -1.42343
H 2.64073 5.24638 0.12564
H 2.69352 2.34919 1.21026
H 4.02395 3.51081 1.21408
H 4.23972 1.89683 0.53126
O 4.04454 -2.28793 0.76659
P 3.55925 -0.99261 1.56494
O 4.68413 -0.30086 2.19016
O 2.67340 -0.19726 0.56218
O 2.55189 -1.57680 2.69441
P 1.27948 -2.50021 2.35137
O 0.03150 -1.63977 2.92979
O 1.29361 -3.79645 3.03879
O 1.16060 -2.35651 0.81391
H 3.30660 -2.69013 0.28803
H -0.11917 -1.90206 3.84405
*
```

As for the strongest force on any atom: 0.041 hartree/bohr. The calculation puts the HOMO energy (alpha / beta) at -5.707 / -5.664 eV. The HOMO-LUMO gap (alpha / beta) is 7.454 / 7.446 eV. As for the energy: -2386.4084 a.u.